(1)
DFT (ωB97M-V/def2-TZVPD) results for C5H6N as an isolated structure in a non-equilibrium geometry.

Computed properties:
Highest occupied orbital energy (alpha / beta) (eV): -15.44 / -15.44
Total energy (eV): -6759.402
Gap between HOMO and LUMO (alpha / beta) (hartree): 0.340 / 0.340
Total charge: +1
Relative energy (zero: lowest compared OMol25 entry of this formula, charge and spin) (kcal/mol): 133.2

CARTESIAN COORDINATES (ANGSTROEM)
C1 0.68 -1.47 0.82
C2 -0.99 -0.40 0.80
C3 -0.48 -1.04 1.93
C4 -0.01 -0.53 -0.30
C5 0.83 0.78 -0.35
N1 0.80 -1.66 2.06
H1 -2.00 -0.01 0.67
H2 -1.20 -1.29 2.72
H3 -0.32 -1.08 -1.24
H4 0.24 1.50 -0.85
H5 1.73 0.69 -1.07
H6 0.97 1.09 0.66

And the Mulliken charges, in e, turn out to be: number 1, C, carries 0.30; number 2, C, carries -0.36; number 3, C, carries -0.24; number 4, C, carries 0.34; number 5, C, carries -1.08; number 6, N, carries -0.26; number 7, H, carries 0.41; number 8, H, carries 0.43; number 9, H, carries 0.39; number 10, H, carries 0.38; number 11, H, carries 0.32; number 12, H, carries 0.38

=====

(2)
DFT (ωB97M-V/def2-TZVPD) results for an isolated ion of composition C5H6N and charge +1 in a non-equilibrium geometry.

Computed properties:
Highest occupied orbital energy (eV): -14.22
Total energy (eV): -6757.952
Gap between HOMO and LUMO (hartree): 0.322
Total charge: +1
Relative energy (zero: lowest compared OMol25 entry of this formula, charge and spin) (kcal/mol): 166.6

CARTESIAN COORDINATES (ANGSTROEM)
C1 1.93 0.12 -0.38
C2 -0.45 0.96 0.65
C3 -0.51 -0.55 0.74
C4 0.66 0.11 0.06
C5 -0.88 0.87 -0.70
N1 -1.47 -0.49 -0.46
H1 2.28 1.04 -0.90
H2 2.52 -0.84 -0.32
H3 -0.21 1.54 1.38
H4 -0.29 -1.37 1.47
H5 -1.16 -1.00 -1.29
H6 -2.42 -0.38 -0.25

And the Mulliken charges, in e, turn out to be: number 1, C, carries -0.42; number 2, C, carries 0.11; number 3, C, carries -0.38; number 4, C, carries 0.30; number 5, C, carries -0.91; number 6, N, carries 0.10; number 7, H, carries 0.28; number 8, H, carries 0.26; number 9, H, carries 0.63; number 10, H, carries 0.36; number 11, H, carries 0.35; number 12, H, carries 0.32

=====

(3)
DFT (ωB97M-V/def2-TZVPD) results for C5H6N as an isolated structure in a non-equilibrium geometry.

Computed properties:
Highest occupied orbital energy (eV): -16.60
Total energy (eV): -6759.925
Gap between HOMO and LUMO (hartree): 0.370
Total charge: +1
Relative energy (zero: lowest compared OMol25 entry of this formula, charge and spin) (kcal/mol): 121.1

CARTESIAN COORDINATES (ANGSTROEM)
C1 -0.94 0.10 0.67
C2 0.13 -0.95 0.58
C3 0.27 0.94 0.28
C4 1.13 -0.64 -0.68
C5 0.65 0.61 -1.11
N1 1.23 -0.18 0.85
H1 -1.68 0.11 -0.04
H2 -1.14 0.27 1.72
H3 0.13 -2.05 0.83
H4 0.33 2.02 0.35
H5 1.59 -1.36 -1.30
H6 0.59 1.36 -1.86

And the Mulliken charges, in e, turn out to be: number 1, C, carries -0.57; number 2, C, carries 0.03; number 3, C, carries -0.15; number 4, C, carries -0.57; number 5, C, carries 0.11; number 6, N, carries -0.28; number 7, H, carries 0.35; number 8, H, carries 0.28; number 9, H, carries 0.41; number 10, H, carries 0.47; number 11, H, carries 0.45; number 12, H, carries 0.47

=====

(4)
DFT (ωB97M-V/def2-TZVPD) results for an isolated ion of composition C5H6N and charge +1 in a non-equilibrium geometry.

Computed properties:
Highest occupied orbital energy (eV): -15.44
Total energy (eV): -6759.273
Gap between HOMO and LUMO (hartree): 0.423
Total charge: +1
Relative energy (zero: lowest compared OMol25 entry of this formula, charge and spin) (kcal/mol): 136.2
SMILES: C1=C[N+]12[C@@H]1C[C@@H]12

CARTESIAN COORDINATES (ANGSTROEM)
C1 -2.04 0.42 0.00
C2 -1.59 -0.80 0.00
C3 1.56 -0.52 0.00
C4 0.70 0.47 -0.74
C5 0.71 0.46 0.74
N1 -0.49 0.14 0.00
H1 -2.67 1.27 -0.01
H2 -1.72 -1.86 0.00
H3 1.29 -1.57 -0.01
H4 2.62 -0.34 0.00
H5 0.82 1.18 -1.53
H6 0.81 1.16 1.54

And the Mulliken charges, in e, turn out to be: number 1, C, carries -0.06; number 2, C, carries -0.22; number 3, C, carries -0.71; number 4, C, carries -0.02; number 5, C, carries -0.02; number 6, N, carries 0.02; number 7, H, carries 0.41; number 8, H, carries 0.37; number 9, H, carries 0.22; number 10, H, carries 0.27; number 11, H, carries 0.37; number 12, H, carries 0.38

=====

(5)
DFT (ωB97M-V/def2-TZVPD) results for C5H6N as an isolated structure in a non-equilibrium geometry.

Computed properties:
Multiplicity: 3
Highest occupied orbital energy (alpha / beta) (eV): -14.07 / -15.78
Total energy (eV): -6757.449
Gap between HOMO and LUMO (alpha / beta) (hartree): 0.302 / 0.257
Total charge: +1
Relative energy (zero: lowest compared OMol25 entry of this formula, charge and spin) (kcal/mol): 80.0

CARTESIAN COORDINATES (ANGSTROEM)
C1 0.19 0.11 1.95
C2 0.59 -0.99 1.20
C3 0.21 -1.34 -0.05
C4 -0.64 -0.17 -0.29
C5 0.14 0.78 -1.30
N1 -0.58 0.50 1.04
H1 0.50 0.54 2.93
H2 0.57 -2.20 -0.52
H3 -1.78 -0.20 -0.50
H4 0.16 0.33 -2.19
H5 1.25 1.06 -1.08
H6 -0.62 1.59 -1.18

And the Mulliken charges, in e, turn out to be: number 1, C, carries -0.08; number 2, C, carries 0.20; number 3, C, carries -0.23; number 4, C, carries 0.13; number 5, C, carries -1.02; number 6, N, carries -0.26; number 7, H, carries 0.36; number 8, H, carries 0.45; number 9, H, carries 0.39; number 10, H, carries 0.41; number 11, H, carries 0.32; number 12, H, carries 0.33

=====

(6)
DFT (ωB97M-V/def2-TZVPD) results for a single C5H6N2 molecule in a non-equilibrium geometry.

Computed properties:
Highest occupied orbital energy (eV): -8.24
Total energy (eV): -8261.597
Gap between HOMO and LUMO (hartree): 0.333
Relative energy (zero: lowest compared OMol25 entry of this formula, charge and spin) (kcal/mol): 17.6
SMILES: C=Cc1ncc[nH]1

CARTESIAN COORDINATES (ANGSTROEM)
C1 -0.13 -1.97 1.23
C2 -0.93 -1.20 0.50
C3 -0.41 0.01 -0.07
C4 -0.36 1.97 -0.84
C5 0.93 1.51 -0.84
H1 0.95 -1.75 1.30
H2 -0.41 -2.83 1.78
H3 -1.99 -1.33 0.45
H4 -0.71 2.89 -1.28
H5 1.87 1.96 -1.23
H6 1.57 -0.53 -0.30
N1 -1.26 1.05 -0.36
N2 0.88 0.24 -0.34

And the Mulliken charges, in e, turn out to be: number 1, C, carries -0.78; number 2, C, carries -0.19; number 3, C, carries 0.39; number 4, C, carries -0.20; number 5, C, carries -0.38; number 6, H, carries 0.18; number 7, H, carries 0.27; number 8, H, carries 0.37; number 9, H, carries 0.39; number 10, H, carries 0.35; number 11, H, carries 0.27; number 12, N, carries -0.63; number 13, N, carries -0.06

=====

(7)
DFT (ωB97M-V/def2-TZVPD) results for a single C5H6N2 molecule in a non-equilibrium geometry.

Computed properties:
Highest occupied orbital energy (eV): -9.51
Total energy (eV): -8258.916
Gap between HOMO and LUMO (hartree): 0.362
Relative energy (zero: lowest compared OMol25 entry of this formula, charge and spin) (kcal/mol): 79.4
SMILES: N#C[C@H]1[C@H]2CCN21

CARTESIAN COORDINATES (ANGSTROEM)
N1 -0.81 -1.78 1.79
C1 -1.30 -1.22 0.89
C2 -1.21 0.19 0.50
C3 -0.03 1.04 0.27
C4 1.24 0.24 0.01
C5 0.44 -0.43 -1.13
N2 -0.77 0.43 -0.88
H1 -2.15 0.68 0.74
H2 -0.08 2.11 0.50
H3 2.06 0.86 -0.36
H4 1.59 -0.39 0.83
H5 0.82 -0.22 -2.13
H6 0.23 -1.50 -1.04

And the Mulliken charges, in e, turn out to be: number 1, N, carries -0.37; number 2, C, carries -0.14; number 3, C, carries 0.42; number 4, C, carries -0.18; number 5, C, carries -0.60; number 6, C, carries -0.42; number 7, N, carries -0.56; number 8, H, carries 0.38; number 9, H, carries 0.36; number 10, H, carries 0.28; number 11, H, carries 0.27; number 12, H, carries 0.29; number 13, H, carries 0.28

=====

(8)
DFT (ωB97M-V/def2-TZVPD) results for a single C5H6N2 molecule in a non-equilibrium geometry.

Computed properties:
Highest occupied orbital energy (eV): -9.64
Total energy (eV): -8259.369
Gap between HOMO and LUMO (hartree): 0.369
Relative energy (zero: lowest compared OMol25 entry of this formula, charge and spin) (kcal/mol): 68.9
SMILES: C=C[C@H](C#N)N=C

CARTESIAN COORDINATES (ANGSTROEM)
N1 2.14 0.39 1.82
C1 1.57 0.40 0.81
C2 0.87 0.39 -0.51
C3 0.22 -0.97 -0.80
C4 -0.72 -1.54 -0.05
C5 -0.99 1.46 0.37
N2 -0.35 1.14 -0.68
H1 1.65 0.60 -1.26
H2 0.41 -1.31 -1.82
H3 -1.32 -1.08 0.74
H4 -0.93 -2.59 -0.24
H5 -2.08 1.46 0.32
H6 -0.49 1.65 1.32

And the Mulliken charges, in e, turn out to be: number 1, N, carries -0.41; number 2, C, carries 0.11; number 3, C, carries 0.25; number 4, C, carries -0.18; number 5, C, carries -0.64; number 6, C, carries -0.52; number 7, N, carries -0.39; number 8, H, carries 0.31; number 9, H, carries 0.31; number 10, H, carries 0.24; number 11, H, carries 0.27; number 12, H, carries 0.34; number 13, H, carries 0.33